Density functional theory data (ωB97M-V with the def2-TZVPD basis set) for 2 unconnected molecules or ions with the total composition C2HN2OS.

E_HOMO	-0.136	Ha
orbital gap	7.09	eV
DFT total energy	-659.795583	hartree

```
! RIJCOSX wB97M-V def2-TZVPD def2/J DEFGRID3
* xyz -1 1
C 1.2710 0.7534 -0.0478
C -0.8715 -1.0157 0.3188
N 2.3972 0.5218 0.1049
N -0.0109 0.8817 0.0080
O -0.6188 -1.3295 1.4325
S -1.6925 -1.1124 -1.0184
H -0.4745 1.3006 -0.7980
*
```